60
Properties=species:S:1:pos:R:3:forces:R:3 method="wB97M-V/def2-TZVPD" molar_mass_g_mol=804.26 de_lowest_kcal_mol=0.0 spin_multiplicity=5 s2=6.010 energy_ha=-2848.90322
Ru 0.83215 1.22793 0.67220 -0.66 0.29 -0.24
N -0.99069 4.33897 1.47738 -0.02 -0.11 -0.15
C -0.90164 3.46299 2.48830 -0.15 0.29 0.00
N -1.15944 3.85514 3.79418 0.03 -0.09 -0.29
N -1.00274 2.81511 4.51068 0.06 0.10 0.17
N -0.64493 1.81365 3.71808 -0.16 -0.52 -0.01
N -0.57839 2.19102 2.40700 0.16 -0.16 0.33
C -0.94381 3.96267 0.12789 -0.01 0.24 0.60
N -1.48787 4.68127 -0.82019 0.02 -0.12 -0.40
N -1.20375 3.97834 -1.94274 0.17 -0.17 0.20
N -0.52571 2.91647 -1.64878 -0.22 0.34 0.05
N -0.33355 2.87530 -0.30711 -0.12 -0.33 -0.39
H -1.37736 5.24525 1.68620 -0.01 0.01 -0.02
I 2.57085 -1.20447 1.61382 0.24 -0.14 0.19
C 3.06639 0.36221 2.92875 0.05 -0.18 -0.04
C 4.13403 0.23669 3.80431 -0.01 -0.04 -0.02
C 4.41277 1.31860 4.62132 0.07 -0.05 0.04
C 3.62546 2.45732 4.53567 -0.04 0.07 -0.01
C 2.58136 2.46823 3.63029 -0.03 0.09 0.01
N 2.30386 1.43038 2.83527 0.03 0.04 0.07
H 4.71748 -0.67225 3.83796 0.00 0.03 0.00
H 5.24084 1.27237 5.31720 -0.02 0.00 -0.01
H 3.81673 3.32327 5.15450 -0.01 -0.03 -0.01
H 1.93688 3.33543 3.52737 0.02 -0.02 -0.02
F -0.18879 -0.51606 3.39351 -0.19 -0.09 -0.13
B -0.45208 0.46144 4.22781 0.37 0.32 0.05
F -0.47101 0.24621 5.51988 -0.12 0.04 -0.01
C -3.28164 -1.09265 -2.74031 -0.03 -0.07 -0.04
C -3.80585 -2.33395 -3.45169 -0.04 0.12 0.04
S -3.09112 -3.85210 -2.87680 0.01 -0.04 0.09
O -3.73911 -4.93411 -3.57131 0.04 0.10 0.05
O -3.08115 -3.83086 -1.43070 0.06 -0.03 0.02
C -1.38801 -3.80913 -3.45384 0.08 0.03 0.06
C -0.31336 -3.64314 -2.38199 -0.04 0.15 -0.05
N -0.07500 -2.24715 -1.98909 0.05 -0.12 -0.21
C -0.31908 -1.70875 -0.77794 -0.17 0.04 0.22
N -0.10725 -0.39620 -0.78224 0.38 0.26 -0.15
C 0.31247 -0.06182 -2.04599 -0.11 0.11 0.12
C 0.34756 -1.19098 -2.78981 0.05 -0.21 -0.15
N 0.83220 -1.31834 -4.13320 -0.32 -0.12 0.01
O 0.97259 -2.44994 -4.58283 0.09 0.02 0.05
O 1.04694 -0.29672 -4.73895 0.10 0.08 0.01
C -0.75314 -2.47881 0.41917 0.05 0.00 -0.07
H -3.89378 -0.23086 -3.00259 0.01 -0.01 -0.02
H -2.25671 -0.85688 -3.02876 0.00 -0.02 0.00
H -3.32204 -1.22106 -1.65922 -0.02 0.00 -0.01
H -3.63692 -2.31700 -4.53018 -0.07 0.02 0.02
H -4.87172 -2.49652 -3.27664 0.01 0.05 -0.01
H -1.31660 -3.03306 -4.21391 0.01 -0.07 -0.04
H -1.27056 -4.76980 -3.95479 0.08 0.01 0.01
H 0.61458 -4.04548 -2.77290 0.07 -0.03 0.01
H -0.58682 -4.18566 -1.48200 -0.04 -0.01 0.04
H 0.53538 0.95197 -2.34345 0.02 -0.01 0.06
H 0.02206 -3.18101 0.73632 -0.03 0.01 -0.02
H -1.66334 -3.03864 0.21779 -0.08 -0.03 -0.03
H -0.92926 -1.77817 1.23006 0.00 0.02 0.03
F 2.61207 3.05264 -0.93530 -0.17 -0.03 0.12
C 2.71176 1.91235 -0.17194 0.59 -0.18 -0.36
F 3.14469 0.91471 -1.07740 -0.17 0.14 0.18
H 3.57316 2.08364 0.48164 0.11 -0.04 0.09



43
Properties=species:S:1:pos:R:3:forces:R:3 method="wB97M-V/def2-TZVPD" total_charge=+2 molar_mass_g_mol=579.94 energy_ha=-6552.78580
Sn 1.49349 0.58576 0.96505 0.23 -1.22 -1.29
O 1.24909 1.06357 7.43223 0.09 -0.29 -1.95
C 0.92089 0.89721 6.10695 -0.82 0.46 1.51
C -0.30205 1.32011 5.51267 0.50 -0.09 0.32
C -0.59569 0.94317 4.22649 -0.25 -0.12 0.29
N 0.26640 0.24814 3.47132 0.67 -0.73 -0.85
C 1.40191 -0.12493 4.02526 0.19 0.55 1.89
Br 2.62332 -1.19504 2.99288 -0.29 0.31 -0.50
C 1.80806 0.15718 5.34619 -0.59 -0.20 -1.32
H 0.69010 1.67653 7.91488 -0.39 0.18 -0.08
H -1.04483 1.90904 6.02403 0.03 -0.03 0.43
H -1.60959 1.10033 3.83196 0.68 0.21 -0.06
H 2.72564 -0.18731 5.78046 0.28 -0.17 0.00
Br 2.66250 -4.70272 -6.07724 0.24 -0.07 0.11
C 2.63496 -3.63956 -4.54351 -0.32 1.09 0.76
C 2.39166 -4.17269 -3.27092 0.53 -0.28 -0.76
C 2.09079 -3.33277 -2.22750 0.29 -0.26 1.14
C 2.19258 -1.93783 -2.31188 -0.30 -1.30 -0.69
C 2.60268 -1.42767 -3.53256 0.26 0.86 -0.51
C 2.77506 -2.24813 -4.64382 0.30 -0.11 -0.85
C 1.81545 -1.08809 -1.19524 0.84 1.12 -0.81
O 2.37886 0.08365 -1.10566 -0.77 -0.30 1.25
O 0.92879 -1.42610 -0.37038 -0.21 0.84 1.41
H 2.57480 -5.23156 -3.12890 -0.62 -0.01 0.13
H 1.91639 -3.78463 -1.25544 -0.19 0.06 -0.08
H 2.77077 -0.35104 -3.60920 -0.05 -0.32 -0.17
H 3.06903 -1.84518 -5.63226 -0.31 -0.04 0.83
C -3.58726 2.37203 -0.00045 -1.34 0.60 -0.26
Si -1.75850 1.19398 -1.74890 -4.48 1.24 -0.20
C -1.66344 2.83504 -2.68483 0.18 -0.35 1.39
C -2.97879 -0.20930 -2.21572 1.97 -0.02 0.12
C -2.26704 1.59828 0.00219 2.34 0.74 0.79
H -3.59313 3.24972 0.69672 0.40 -0.80 -0.64
H -4.44039 1.75191 0.32058 0.41 0.03 -0.33
H -3.83293 2.77641 -1.00080 -0.08 -0.10 0.46
H -2.63949 3.10770 -3.10092 0.10 -0.64 -0.37
H -0.87622 2.83437 -3.38643 0.65 0.29 -1.23
H -1.47103 3.62865 -1.95070 0.26 -0.30 0.03
H -3.33534 -0.20737 -3.24476 0.18 -0.10 0.08
H -3.79739 -0.12520 -1.48434 0.31 0.16 -0.14
H -2.39756 -1.12437 -1.97155 -0.68 0.02 -0.34
H -2.25619 0.71727 0.61387 -0.23 -0.44 0.48
H -1.53637 2.31144 0.43020 0.03 -0.48 -0.02



77
Properties=species:S:1:pos:R:3:forces:R:3 method="wB97M-V/def2-TZVPD" total_charge=-1 molar_mass_g_mol=3373.59 energy_ha=-101212.65592
C -4.85952 -3.72931 -1.30742 0.60 0.69 -1.12
N -3.48984 -3.45962 -1.71849 0.61 -1.49 1.90
C -2.67318 -3.20561 -0.53733 -0.30 -2.97 0.23
C -2.66018 -4.39298 0.46594 0.31 0.57 -1.31
O -2.73578 -4.26225 1.63298 -0.04 0.16 2.08
O -2.52887 -5.70199 -0.03820 -0.69 0.40 -0.14
H -5.04890 -4.82854 -1.38837 -0.31 0.50 0.49
H -5.53205 -3.24682 -2.05666 -0.02 -0.37 0.41
H -5.13614 -3.31972 -0.31158 -0.02 -0.36 -0.18
H -1.62504 -3.11210 -0.88687 -0.17 -0.37 0.65
H -2.92544 -2.28588 0.02968 -0.01 -0.50 0.35
H -3.37541 -5.86110 -0.48830 0.44 0.05 -0.45
C -2.64702 0.32396 -2.90218 1.35 -0.06 -0.20
Br -2.40325 -1.51069 -2.20518 -1.55 3.51 -2.74
Br -4.41126 0.55771 -3.65939 0.12 -0.04 0.19
Br -2.26397 1.69149 -1.56612 -0.29 0.52 -0.38
H -1.93602 0.47296 -3.70874 -0.19 0.32 -0.02
C -2.11116 0.79049 2.22872 -0.14 0.03 -0.17
Br -0.86759 0.04267 0.96034 0.07 -0.36 0.49
Br -3.89004 0.09435 1.96182 0.35 -0.29 0.21
Br -1.52590 0.57922 4.05853 -0.10 0.08 -0.11
H -2.15384 1.85591 2.03461 0.03 -0.05 0.03
C 1.98944 3.48666 1.59671 0.11 -0.18 -0.04
Br 2.21212 1.68613 2.24781 -0.03 0.51 -0.02
Br 0.23119 3.77052 0.84983 0.14 0.02 0.09
Br 2.41760 4.80701 2.94661 -0.16 -0.13 -0.03
H 2.70197 3.62158 0.78949 -0.05 0.02 0.03
C 2.47459 -2.07268 4.56647 -0.09 -0.06 -0.13
Br 1.45968 -1.35921 3.09193 0.13 -0.31 0.21
Br 3.59892 -3.53051 3.98903 0.01 0.09 0.08
Br 3.47159 -0.70575 5.50041 -0.06 -0.10 -0.12
H 1.76207 -2.48263 5.27051 0.07 0.03 -0.02
C -7.42204 -3.28552 2.33698 0.02 -0.05 0.09
Br -7.85707 -4.66122 1.04838 0.10 0.20 0.10
Br -5.93252 -3.79132 3.45261 -0.08 0.05 -0.20
Br -7.13293 -1.56649 1.50545 -0.05 -0.14 -0.01
H -8.28454 -3.18146 2.98125 0.05 0.02 -0.05
C -6.58276 3.68644 1.80571 0.11 0.00 -0.09
Br -5.33955 2.92171 0.54815 -0.21 0.24 -0.05
Br -8.37510 3.01775 1.53562 0.15 0.02 0.04
Br -5.99492 3.44036 3.62990 -0.05 -0.02 -0.13
H -6.61050 4.75211 1.62208 -0.03 -0.06 0.05
C 4.77320 0.99153 -1.31935 0.02 -0.09 -0.08
Br 4.98057 -0.79059 -0.61224 -0.08 0.20 -0.02
Br 2.99818 1.28393 -2.01970 0.10 -0.03 0.12
Br 5.25965 2.33757 -0.02268 -0.05 -0.13 -0.17
H 5.46309 1.08774 -2.14913 -0.02 0.02 0.06
C 3.33462 6.43867 -0.56548 -0.11 0.05 -0.12
Br 2.82739 5.05791 -1.81491 0.15 0.12 0.11
Br 4.88143 5.93165 0.47371 -0.17 0.15 0.03
Br 3.58835 8.14144 -1.43637 0.03 -0.19 0.07
H 2.51121 6.55511 0.13007 0.07 -0.05 0.01
C 8.25305 4.25445 1.47084 -0.01 -0.07 0.01
Br 7.90326 2.74203 2.61894 0.07 0.20 -0.08
Br 9.00808 5.74015 2.44392 -0.06 -0.13 -0.12
Br 9.34129 3.75795 -0.04211 0.07 -0.08 0.20
H 7.29959 4.58491 1.07716 0.07 -0.03 -0.03
C 8.84894 7.07476 -2.68774 0.01 -0.17 -0.02
Br 8.26322 8.37497 -3.99031 0.06 -0.05 0.16
Br 10.25610 7.77032 -1.56375 -0.14 -0.05 -0.08
Br 7.37724 6.39340 -1.64350 0.06 0.47 -0.13
H 9.26472 6.23869 -3.23730 -0.03 0.06 0.01
C -7.80023 -7.95646 -2.11506 0.11 -0.14 0.05
Br -9.27795 -6.94157 -1.39565 0.10 -0.07 -0.09
Br -8.00778 -8.27047 -4.00969 -0.01 0.04 0.13
Br -6.10816 -7.13394 -1.70734 -0.32 -0.08 -0.11
H -7.81282 -8.92311 -1.62939 -0.06 0.05 -0.05
C -0.81087 -7.81953 1.29247 -0.04 0.03 0.01
Br -1.24979 -9.39422 2.32703 0.08 0.05 -0.05
Br 0.00281 -6.45570 2.37667 0.02 -0.14 -0.07
Br 0.27249 -8.25479 -0.24612 -0.07 0.00 0.16
H -1.74181 -7.40815 0.92161 0.10 0.08 0.00
C 5.91974 3.72046 -4.46469 -0.09 0.02 -0.02
Br 5.36214 2.33294 -5.68460 0.07 0.11 0.13
Br 7.47482 3.19486 -3.44765 -0.10 -0.10 -0.11
Br 6.19411 5.40433 -5.36446 0.01 -0.17 0.09
H 5.11189 3.86553 -3.75623 0.06 0.01 -0.02



37
Properties=species:S:1:pos:R:3:forces:R:3 method="wB97M-V/def2-TZVPD" molar_mass_g_mol=469.72 energy_ha=-3242.92655
C -1.75098 -0.74925 -1.66881 -2.07 0.62 0.89
C -1.80823 -1.28164 -0.31989 -0.92 0.22 -0.93
C -2.17545 -0.23682 0.55895 0.24 0.75 -0.11
H -1.76002 -2.33314 -0.05742 0.42 0.24 -0.05
C -2.28699 0.98062 -0.19185 -0.60 -1.46 -0.20
C -2.07074 0.66067 -1.56481 -0.73 -0.90 -0.02
H -2.27475 1.33693 -2.38615 0.42 -0.11 -0.05
H -1.72116 -1.33362 -2.57126 0.44 0.10 -0.13
H -2.25070 -0.29293 1.64952 0.01 -0.11 -0.67
H -2.71848 1.89079 0.19816 0.52 0.21 -0.04
Hf 0.03582 0.17808 -0.58450 1.98 0.19 0.06
Br 1.53475 -1.32435 -1.78776 0.12 0.05 -0.04
C 2.64882 0.67576 -5.10832 -0.61 -0.73 -0.03
C 1.56622 1.47636 -5.59700 -0.75 -0.82 -0.14
C 0.57107 0.59596 -6.12950 0.90 0.22 0.53
H 1.52078 2.56482 -5.59130 0.03 -0.29 -0.03
C 1.04032 -0.74869 -5.97296 0.79 0.64 0.49
C 2.32184 -0.69902 -5.33642 -0.68 0.66 -0.30
H 2.94671 -1.55539 -5.09080 -0.12 0.20 -0.08
H 3.57394 1.04737 -4.67180 -0.20 -0.07 -0.12
H -0.36738 0.89487 -6.59545 0.27 -0.06 0.10
H 0.52904 -1.64885 -6.31156 0.12 0.22 0.10
C 1.40790 -0.73203 4.83280 0.27 -0.22 -0.22
C 0.25333 -0.00680 4.14649 -0.37 -0.09 0.41
C -1.06876 -0.71723 4.46465 -0.27 -0.21 0.09
C 0.16171 1.44296 4.63249 0.03 0.25 -0.17
C 0.37879 -0.03020 2.69916 0.63 0.17 -1.31
C 0.46340 -0.04009 1.47315 0.10 0.19 1.63
H 1.28434 -0.70263 5.91581 -0.06 0.02 -0.01
H 2.36492 -0.27514 4.58042 -0.01 0.03 0.02
H 1.44363 -1.77651 4.51331 0.01 0.06 0.06
H -1.20974 -0.76613 5.55151 -0.06 -0.01 -0.21
H -1.90667 -0.16798 4.01810 0.08 -0.09 0.18
H -1.07741 -1.73526 4.05348 0.04 0.19 0.18
H 1.04679 2.01745 4.34730 -0.03 -0.10 0.09
H -0.70705 1.93062 4.18114 0.06 0.01 0.13
H 0.06042 1.46046 5.72112 -0.01 0.01 -0.11



41
Properties=species:S:1:pos:R:3:forces:R:3 method="wB97M-V/def2-TZVPD" molar_mass_g_mol=322.79 de_lowest_kcal_mol=0.0 energy_ha=-1416.59917
C -4.49053 -0.08242 1.01469 -0.07 -0.27 -0.19
C -4.06547 -1.13205 -0.01004 0.09 -0.04 0.04
C -3.63833 -0.45718 -1.31381 -0.18 -0.15 0.12
C -3.00965 -2.09820 0.55133 0.04 0.19 0.06
C -1.75269 -1.47638 1.16980 -0.14 -0.38 0.05
N -0.90560 -0.81124 0.20915 -0.46 0.30 0.20
C 0.14746 -1.40760 -0.36667 0.21 0.45 -0.54
O 0.54615 -2.52062 -0.10237 0.18 -0.47 0.07
C 0.84556 -0.50032 -1.39824 -0.17 -0.33 0.18
C 1.70518 0.48029 -0.69155 -0.24 0.80 0.14
C 1.36781 1.75449 -0.25493 0.46 -0.60 -0.20
C 0.11061 2.45732 -0.35415 -0.73 0.08 -0.11
O -0.94576 1.97550 -0.71445 0.18 0.10 -0.02
O 0.20144 3.75014 0.01989 0.28 0.18 0.07
N 2.46831 2.34547 0.33302 -0.16 0.33 0.11
C 3.50639 1.47465 0.30973 0.03 -0.57 -0.22
C 4.80858 1.60072 0.78810 0.15 -0.01 0.04
C 5.65699 0.53088 0.62833 -0.10 0.18 0.05
C 5.21819 -0.64880 0.00818 -0.30 -0.05 -0.14
Cl 6.34382 -1.95429 -0.14654 0.16 -0.19 -0.02
C 3.93919 -0.79639 -0.47241 0.23 0.05 0.10
C 3.06478 0.28442 -0.32497 0.14 0.51 0.25
H -3.69123 0.63364 1.19007 0.10 0.13 0.07
H -5.35589 0.46601 0.64925 -0.08 0.12 0.01
H -4.75618 -0.55016 1.96038 -0.04 0.02 0.16
H -4.94182 -1.75276 -0.23625 0.06 0.05 0.01
H -3.18007 -1.17693 -1.98810 0.07 -0.04 -0.13
H -2.93511 0.35126 -1.13599 0.07 0.11 -0.06
H -4.50851 -0.03271 -1.81120 -0.05 0.09 -0.08
H -3.48215 -2.70088 1.33076 -0.02 -0.08 0.02
H -2.69500 -2.77733 -0.24364 0.01 -0.10 0.02
H -1.15622 -2.27965 1.61154 -0.08 0.17 0.05
H -2.02146 -0.76543 1.95410 0.05 -0.05 0.03
H -1.17075 0.11153 -0.10710 0.17 -0.08 -0.05
H 1.45710 -1.13427 -2.03953 -0.09 0.00 0.00
H 0.08792 0.01332 -1.98985 0.05 -0.02 -0.07
H -0.66577 4.17426 -0.06683 0.00 -0.26 -0.04
H 2.46563 3.27555 0.71606 0.03 -0.08 -0.02
H 5.14078 2.50747 1.26945 0.08 0.08 0.06
H 6.67390 0.58515 0.98328 0.08 0.00 0.03
H 3.61239 -1.71648 -0.92849 0.00 -0.14 -0.04